Entry 1:
The following is a quantum chemistry calculation of 7 unconnected molecules or ions with the total composition C18H31N5O4S2 in a non-equilibrium geometry, from the Open Molecules 2025 dataset.

Properties
Kohn-Sham gap = 9.8 eV
SMILES = O=S1(=O)CCCC1.O=S1(=O)CCCC1.CC#N.CC#N.CC#N.CC#N.CC#N
total charge = 0
LUMO energy = 0.29 eV

Each line ends with the Mulliken charge.
Cartesian coordinates (Å):
O: 19.876 -24.576 25.564  -0.582
S: 20.112 -25.831 24.853  1.043
O: 19.534 -27.084 25.314  -0.696
C: 19.938 -25.411 23.041  -0.404
C: 21.373 -25.316 22.509  -0.892
C: 22.304 -25.055 23.714  0.053
C: 21.919 -26.108 24.745  -0.863
H: 19.427 -24.459 22.938  0.013
H: 19.351 -26.212 22.601  0.513
H: 21.585 -26.302 22.074  0.357
H: 21.538 -24.634 21.678  0.389
H: 21.987 -24.044 23.981  -0.112
H: 23.367 -25.003 23.495  0.202
H: 22.383 -25.977 25.718  0.449
H: 21.997 -27.122 24.358  0.387
O: 26.357 -22.490 26.285  -0.688
S: 26.106 -23.275 25.096  1.091
O: 25.026 -22.966 24.186  -0.526
C: 27.616 -23.383 24.161  -0.728
C: 28.537 -24.379 24.854  -0.548
C: 27.602 -25.524 25.367  -0.802
C: 26.169 -25.039 25.545  -0.364
H: 27.975 -22.349 24.173  0.433
H: 27.439 -23.640 23.117  0.308
H: 29.347 -24.765 24.246  0.359
H: 28.977 -23.862 25.709  0.284
H: 27.885 -26.036 26.291  0.301
H: 27.704 -26.378 24.689  0.344
H: 25.764 -25.216 26.536  0.524
H: 25.498 -25.455 24.788  0.043
C: 19.385 -19.637 26.847  -0.362
C: 20.729 -20.127 27.235  0.245
N: 21.785 -20.489 27.494  -0.417
H: 19.355 -19.776 25.766  -0.060
H: 19.403 -18.579 27.103  0.284
H: 18.618 -20.197 27.368  0.309
C: 25.874 -20.788 19.444  -0.697
C: 25.182 -19.958 20.433  0.333
N: 24.673 -19.308 21.228  -0.396
H: 26.541 -21.456 19.985  0.220
H: 26.474 -20.118 18.830  0.285
H: 25.116 -21.306 18.864  0.261
C: 17.672 -21.996 20.673  -0.387
C: 17.484 -23.431 20.954  0.352
N: 17.416 -24.555 21.174  -0.422
H: 16.727 -21.463 20.754  0.210
H: 17.981 -21.904 19.633  0.288
H: 18.415 -21.629 21.378  -0.012
C: 22.355 -20.718 24.046  -0.765
C: 21.100 -21.366 23.678  0.389
N: 20.121 -21.929 23.472  -0.348
H: 23.025 -20.618 23.197  0.186
H: 22.777 -21.192 24.933  0.262
H: 22.227 -19.702 24.428  0.326
C: 17.068 -18.609 23.004  -0.788
C: 18.532 -18.675 23.050  0.407
N: 19.667 -18.736 23.154  -0.352
H: 16.622 -19.026 23.900  0.281
H: 16.786 -19.124 22.083  0.158
H: 16.691 -17.595 22.868  0.321



Entry 2:
The following is a quantum chemistry calculation of a gas-phase ion, C6H5N2OS (charge +1) in a non-equilibrium geometry, from the Open Molecules 2025 dataset.

Properties
Kohn-Sham gap (alpha / beta) = 6.1 / 8.6 eV
total charge = +1
LUMO energy (alpha / beta) = -7.71 / -6.04 eV

Each line ends with the Mulliken charge.
Cartesian coordinates (Å):
C: -0.212 -1.801 1.332  -0.235
C: -1.742 -1.843 1.408  -0.102
C: 0.600 -0.909 0.746  -0.032
C: -0.864 0.655 -0.523  0.201
C: 1.400 0.853 -0.796  -0.185
C: 1.157 1.861 -1.630  -0.378
N: -2.522 -0.912 1.572  -0.343
N: 0.273 0.206 -0.243  0.262
O: -1.293 3.224 -1.549  -0.377
S: -0.694 1.994 -1.903  0.458
H: 0.162 -2.604 2.099  0.325
H: -2.245 -2.779 1.562  0.404
H: 1.722 -1.084 0.781  0.244
H: 2.428 0.702 -0.623  0.331
H: 1.828 2.438 -2.233  0.425



What did we get for calculated total energy? Answer: -56476.716; -22150.029 eV, in the order shown.
What did we get for relative energy (zero: lowest compared OMol25 entry of this formula, charge and spin)? Answer: 12.5; 140.7 kcal per mole, in the order shown.